Here is a single C5H11NO2 molecule from the Open Molecules 2025 dataset. Energies are from ωB97M-V with the def2-TZVPD basis set.

XYZ file:
```
19
Properties=species:S:1:pos:R:3
C 2.43 1.66 -0.71
N 0.86 1.87 -0.59
C -0.16 1.01 -0.37
O -1.35 1.37 -0.31
C 0.05 -0.56 -0.42
C -0.37 -1.35 0.94
C -1.77 -1.90 0.66
O -2.73 -0.78 0.88
H 2.72 1.22 0.37
H 2.60 0.86 -1.43
H 2.70 2.68 -0.81
H 0.62 2.89 -0.63
H -0.46 -0.89 -1.31
H 1.09 -0.74 -0.42
H -0.51 -0.52 1.63
H 0.41 -2.09 1.20
H -2.14 -2.61 1.34
H -1.71 -2.22 -0.42
H -2.27 0.10 0.38
```

Computed properties:
relative energy (zero: lowest compared OMol25 entry of this formula, charge and spin) = 2.376 eV
SMILES = CNC(=O)CCCO
orbital gap = 9.903 eV
LUMO level = 0.5 eV